{"formula": "C45H36AsBr2FeN3S2", "method": "ωB97M-V with the def2-TZVPD basis set", "e_above_lowest_ev": 0.000, "homo_energy_ha": [-0.3409, -0.3614], "multiplicity": 2, "s_squared": 0.803, "lumo_energy_ev": [-3.35, -3.36], "e_tot_ha": -11344.3638, "total_charge": 1, "elements": ["Fe", "Br", "C", "C", "C", "N", "C", "C", "C", "C", "C", "Br", "C", "C", "N", "H", "H", "H", "H", "H", "H", "S", "C", "C", "C", "C", "C", "C", "As", "C", "C", "C", "C", "C", "C", "C", "C", "C", "C", "C", "C", "H", "H", "H", "H", "H", "H", "H", "H", "H", "H", "H", "H", "H", "H", "C", "C", "C", "C", "C", "C", "C", "C", "S", "C", "N", "C", "C", "C", "C", "C", "C", "C", "C", "H", "H", "H", "H", "H", "H", "H", "H", "H", "H", "H", "H", "H", "H", "H", "H"], "positions_angstrom": [[-0.349, 0.117, -0.472], [-5.667, 2.575, 2.415], [-4.291, 1.631, 1.572], [-3.601, 0.642, 2.245], [-2.546, 0.021, 1.597], [-2.179, 0.319, 0.350], [-2.925, 1.217, -0.327], [-3.967, 1.912, 0.251], [-2.590, 1.287, -1.769], [-3.464, 1.794, -2.710], [-3.214, 1.526, -4.049], [-4.354, 2.207, -5.366], [-2.160, 0.702, -4.386], [-1.321, 0.269, -3.373], [-1.470, 0.614, -2.097], [-3.847, 0.370, 3.260], [-1.967, -0.746, 2.089], [-4.522, 2.652, -0.307], [-4.349, 2.336, -2.416], [-1.983, 0.397, -5.407], [-0.502, -0.393, -3.590], [0.525, -0.939, 1.404], [0.248, 0.182, 2.747], [0.154, -0.269, 4.064], [-0.106, 0.627, 5.091], [-0.271, 1.985, 4.835], [-0.151, 2.452, 3.534], [0.102, 1.552, 2.509], [0.481, 1.981, 0.691], [2.395, 1.741, 0.711], [3.154, 1.718, -0.587], [4.418, 0.906, -0.513], [5.018, 0.665, 0.674], [4.397, 1.050, 1.886], [3.070, 1.517, 1.875], [0.270, 3.891, 0.510], [1.338, 4.745, 0.764], [1.178, 6.118, 0.623], [-0.047, 6.640, 0.233], [-1.116, 5.791, -0.020], [-0.956, 4.420, 0.115], [0.279, -1.324, 4.273], [-0.182, 0.260, 6.107], [-0.477, 2.672, 5.644], [-0.249, 3.510, 3.319], [3.525, 2.755, -0.709], [4.895, 0.641, -1.449], [5.976, 0.161, 0.702], [4.900, 0.887, 2.829], [2.559, 1.626, 2.824], [2.293, 4.342, 1.080], [2.010, 6.780, 0.823], [-0.169, 7.709, 0.126], [-2.072, 6.199, -0.322], [-1.793, 3.760, -0.086], [-1.037, -5.806, 2.040], [-1.067, -5.837, 0.505], [-0.850, -7.275, 0.018], [-2.445, -5.369, 0.033], [0.045, -4.925, -0.009], [1.395, -5.323, 0.135], [2.451, -4.527, -0.240], [2.163, -3.275, -0.785], [3.232, -2.025, -1.310], [1.876, -1.059, -1.723], [0.702, -1.589, -1.476], [0.844, -2.866, -0.939], [-0.217, -3.686, -0.554], [2.008, 0.250, -2.428], [1.707, 0.190, -3.791], [1.598, 1.320, -4.579], [1.770, 2.561, -3.991], [2.181, 2.628, -2.670], [2.379, 1.493, -1.881], [-1.829, -6.439, 2.445], [-1.182, -4.788, 2.407], [-0.082, -6.170, 2.424], [-1.684, -7.902, 0.340], [0.060, -7.716, 0.423], [-0.794, -7.318, -1.071], [-3.199, -6.092, 0.348], [-2.493, -5.287, -1.054], [-2.717, -4.405, 0.468], [1.617, -6.289, 0.568], [3.470, -4.863, -0.107], [-1.225, -3.315, -0.680], [1.556, -0.786, -4.240], [1.370, 1.226, -5.632], [1.650, 3.470, -4.565], [2.417, 3.596, -2.244]], "forces_ev_per_a": [[-0.41, -1.36, 0.33], [-0.08, 0.05, 0.04], [0.06, -0.03, -0.06], [0.00, -0.02, -0.02], [-0.04, -0.15, -0.03], [-0.05, 0.60, 0.14], [0.08, 0.00, -0.09], [-0.01, -0.04, 0.03], [-0.02, -0.06, 0.17], [0.02, 0.00, -0.04], [0.02, 0.01, 0.08], [-0.06, 0.03, -0.07], [0.02, -0.01, 0.01], [0.09, 0.08, -0.02], [-0.18, 0.09, -0.08], [0.00, 0.00, 0.00], [0.05, 0.02, 0.01], [-0.01, 0.01, 0.02], [0.00, 0.00, -0.02], [0.00, 0.01, 0.00], [0.03, 0.02, 0.01], [-0.05, 0.20, 0.16], [-0.03, -0.08, -0.02], [-0.02, -0.02, -0.02], [0.00, 0.01, -0.02], [-0.01, -0.01, -0.01], [-0.03, 0.00, 0.04], [0.02, -0.02, 0.02], [0.20, 0.17, -0.26], [0.06, -0.18, -0.03], [-0.05, 0.04, -0.02], [-0.02, 0.06, -0.04], [-0.01, 0.03, 0.09], [0.02, -0.02, -0.06], [0.00, -0.02, 0.03], [-0.06, 0.03, -0.03], [-0.05, 0.06, -0.01], [0.03, -0.02, 0.02], [-0.02, -0.01, -0.01], [0.00, 0.02, 0.01], [0.01, -0.02, -0.01], [0.00, 0.01, 0.02], [0.00, 0.00, 0.00], [0.00, 0.00, 0.00], [0.01, 0.00, -0.01], [-0.03, 0.02, 0.03], [-0.01, -0.02, 0.00], [0.00, 0.00, 0.00], [0.00, 0.00, 0.00], [0.01, -0.01, 0.00], [0.01, -0.01, 0.00], [0.00, 0.00, 0.00], [0.00, 0.00, 0.00], [0.00, 0.00, 0.00], [0.01, 0.01, 0.00], [0.02, -0.01, -0.02], [0.03, 0.01, -0.01], [-0.03, 0.00, -0.04], [-0.02, -0.01, 0.00], [0.03, -0.01, 0.06], [-0.03, 0.02, 0.03], [-0.02, 0.03, -0.01], [0.02, -0.19, 0.08], [-0.06, -0.09, -0.07], [0.31, 0.21, 0.15], [0.16, 0.40, -0.08], [-0.07, 0.15, -0.07], [0.02, -0.02, -0.02], [0.07, 0.14, -0.26], [0.02, -0.13, -0.05], [0.01, 0.00, -0.01], [0.01, 0.01, 0.01], [0.08, -0.01, -0.06], [0.04, 0.03, -0.01], [0.00, 0.00, 0.01], [0.00, 0.00, 0.01], [0.00, 0.00, 0.00], [0.01, 0.00, 0.01], [0.01, 0.00, 0.00], [-0.01, 0.00, 0.00], [0.00, 0.01, 0.01], [0.00, -0.02, 0.00], [0.01, 0.00, -0.01], [-0.02, 0.00, 0.00], [0.00, 0.01, -0.01], [-0.01, -0.01, 0.00], [-0.04, 0.00, 0.04], [0.00, 0.02, 0.00], [0.00, -0.01, -0.01], [0.00, -0.01, 0.01]], "lowdin_charge": [0.205, 0.835, -0.669, -0.060, -0.096, 0.023, -0.209, -0.053, -0.187, -0.036, -0.672, 0.835, -0.068, -0.078, 0.060, 0.119, 0.086, 0.112, 0.111, 0.117, 0.091, 0.752, -0.677, -0.104, -0.071, -0.079, -0.085, -0.418, 1.320, -0.312, -0.265, -0.062, -0.090, -0.035, -0.107, -0.356, -0.097, -0.068, -0.072, -0.074, -0.103, 0.107, 0.108, 0.105, 0.107, 0.153, 0.117, 0.112, 0.106, 0.108, 0.101, 0.110, 0.109, 0.107, 0.081, -0.036, -0.559, -0.046, -0.065, -0.154, -0.011, -0.052, -0.455, 1.175, -0.547, 0.029, -0.354, 0.023, -0.186, -0.065, -0.069, -0.047, -0.019, -0.159, 0.090, 0.087, 0.085, 0.088, 0.075, 0.095, 0.089, 0.092, 0.079, 0.114, 0.116, 0.112, 0.129, 0.116, 0.114, 0.119]}